[1]
ORCA calculation (ωB97M-V with the def2-TZVPD basis set) on C39H35FeN9O3Se as an isolated structure.

Each line ends with the Löwdin charge.
Positions of all 88 atoms, in Å:
Fe1 -0.1757 -0.7059 0.7105  0.375
C1 -4.3336 1.3717 1.6705  -0.072
O1 -2.9232 1.3132 1.6127  -0.098
C2 -2.2821 2.2188 0.8318  -0.227
C3 -2.9217 3.1944 0.0771  -0.019
C4 -2.1744 4.1170 -0.6476  -0.087
C5 -0.7927 4.0852 -0.6141  -0.085
C6 -0.1550 3.1061 0.1370  -0.026
C7 -0.8848 2.1670 0.8401  -0.179
N1 -0.2082 1.1008 1.5274  0.001
N2 0.5232 1.5295 2.4518  0.125
C8 1.2861 0.6804 3.2233  -0.150
C9 1.1866 -0.7237 3.2259  -0.329
O2 0.4340 -1.4107 2.4342  -0.248
C10 1.9564 -1.4498 4.1981  0.008
C11 2.8014 -0.8240 5.0466  -0.018
C12 2.9614 0.5953 5.0324  -0.177
C13 3.8632 1.2384 5.9026  -0.046
C14 4.0065 2.6002 5.8838  -0.095
C15 3.2383 3.3588 4.9853  -0.086
C16 2.3540 2.7554 4.1276  -0.031
C17 2.1919 1.3524 4.1269  -0.105
H1 -4.6763 2.3363 2.0539  0.100
H2 -4.6402 0.5848 2.3567  0.094
H3 -4.7804 1.1882 0.6894  0.091
H4 -3.9999 3.2514 0.0580  0.101
H5 -2.6881 4.8700 -1.2315  0.102
H6 -0.2100 4.8066 -1.1707  0.102
H7 0.9254 3.0476 0.1632  0.105
H8 1.8449 -2.5268 4.1932  0.119
H9 3.3845 -1.4004 5.7565  0.114
H10 4.4436 0.6325 6.5890  0.109
H11 4.7018 3.0890 6.5534  0.098
H12 3.3445 4.4364 4.9678  0.100
H13 1.7650 3.3496 3.4440  0.101
C18 2.7761 0.6097 0.2483  -0.151
N3 1.8118 -0.4874 0.1415  -0.002
C19 2.2805 -1.6058 -0.2932  -0.058
C20 1.4077 -2.7163 -0.4648  -0.325
C21 1.5973 -4.0218 -0.9299  -0.068
C22 0.3399 -4.6296 -0.8673  -0.112
C23 -0.5434 -3.6611 -0.3685  -0.165
N4 0.0968 -2.5082 -0.1338  -0.017
C24 3.2053 1.1514 -1.0964  -0.212
C25 2.2561 1.4420 -2.0750  -0.043
C26 2.6473 1.9648 -3.2972  -0.083
C27 3.9912 2.2034 -3.5610  -0.099
C28 4.9395 1.9177 -2.5919  -0.089
C29 4.5461 1.3933 -1.3666  -0.045
H14 3.6555 0.2843 0.8127  0.124
H15 2.3256 1.4146 0.8252  0.090
H16 3.3402 -1.7120 -0.5348  0.144
H17 2.5288 -4.4618 -1.2515  0.094
H18 0.0877 -5.6425 -1.1396  0.082
H19 -1.6063 -3.7632 -0.1932  0.096
H20 1.2093 1.2531 -1.8661  0.079
H21 1.9006 2.1918 -4.0485  0.099
H22 4.2953 2.6090 -4.5174  0.098
H23 5.9888 2.0976 -2.7885  0.100
H24 5.2915 1.1675 -0.6122  0.110
Se1 -2.0032 -2.0207 3.0081  1.293
N5 -3.6731 -2.5743 2.8392  -0.218
C30 -4.0844 -2.2488 1.6290  -0.400
C31 -5.3785 -2.5258 1.0967  -0.001
C32 -5.6270 -2.1256 -0.1719  -0.050
C33 -4.6032 -1.4545 -0.9182  -0.134
N6 -3.4109 -1.1739 -0.4877  0.152
C34 -3.1304 -1.5692 0.7925  -0.419
N7 -1.9554 -1.3523 1.3630  -0.233
H25 -6.1094 -3.0391 1.7070  0.119
H26 -6.5839 -2.3031 -0.6438  0.103
H27 -4.8305 -1.1465 -1.9360  0.101
N8 -0.6698 -0.0298 -1.1475  0.191
C35 -0.9379 -0.5903 -2.1216  -0.199
N9 -1.2151 -1.2103 -3.2353  -0.058
C36 -0.4057 -2.3556 -3.6705  -0.093
C37 -0.0642 -2.1572 -5.1340  -0.175
O3 -1.2410 -1.9468 -5.9032  -0.125
C38 -1.9316 -0.7826 -5.4922  -0.189
C39 -2.3868 -0.9060 -4.0470  -0.114
H28 -0.9867 -3.2708 -3.5340  0.134
H29 0.4842 -2.4220 -3.0438  0.123
H30 0.4183 -3.0453 -5.5383  0.131
H31 0.6124 -1.3002 -5.2470  0.129
H32 -2.7874 -0.6706 -6.1567  0.128
H33 -1.2816 0.0964 -5.5965  0.129
H34 -3.1133 -1.7200 -3.9554  0.127
H35 -2.8392 0.0188 -3.6916  0.134

Calculated total energy   -5890.811180 Ha
HOMO-LUMO gap   0.2234 Eh
Relative energy (zero: lowest compared OMol25 entry of this formula, charge and spin)   0.0 kJ/mol

[2]
ORCA calculation (ωB97M-V with the def2-TZVPD basis set) on C39H36AsCl2N4O11S2SiW as an isolated structure.

Each line ends with the Löwdin charge.
Positions of all 97 atoms, in Å:
W1 0.1714 -0.0979 0.1684  1.989
Cl1 3.9446 -2.2835 2.5937  0.828
C1 3.9712 -0.7179 1.9065  -0.542
C2 5.1756 0.0260 1.9524  -0.091
C3 5.2574 1.2807 1.4246  -0.586
Cl2 6.7401 2.1566 1.5106  0.750
C4 4.1301 1.8792 0.7994  -0.146
C5 4.0671 3.1581 0.2181  0.027
C6 2.8877 3.5777 -0.3428  0.011
C7 1.7717 2.7324 -0.3371  -0.061
N1 1.8060 1.5290 0.1977  0.025
C8 2.9610 1.1120 0.7633  -0.141
C9 2.8644 -0.1679 1.3163  -0.299
O1 1.6354 -0.7070 1.2575  -0.257
H1 6.0390 -0.4222 2.4232  0.116
H2 4.9416 3.7945 0.2213  0.110
H3 2.7992 4.5547 -0.7952  0.121
H4 0.8384 3.0361 -0.7810  0.083
O2 -2.5425 0.4087 3.0598  -0.220
As1 -2.3901 -1.1304 2.2346  1.016
O3 -2.5346 -2.3663 3.2490  -0.355
O4 -0.7522 -0.9806 1.5724  -0.538
C10 -3.7604 -0.8579 0.9026  -0.234
C11 -4.9167 -0.2342 1.3497  -0.066
C12 -6.0317 -0.1720 0.5191  -0.041
C13 -6.0017 -0.7340 -0.7465  -0.039
C14 -4.8408 -1.3407 -1.2119  -0.045
C15 -3.7383 -1.3867 -0.3836  -0.305
S1 -2.2422 -2.1350 -0.9122  0.561
O5 -1.9065 -3.0342 0.1501  -0.291
O6 -2.3419 -2.5884 -2.2568  -0.232
O7 -1.2995 -0.8729 -0.8964  -0.502
H5 -2.3928 0.2696 4.0056  0.077
H6 -4.9557 0.1935 2.3421  0.115
H7 -6.9321 0.3092 0.8768  0.118
H8 -6.8782 -0.6953 -1.3789  0.119
H9 -4.7765 -1.7627 -2.2058  0.128
C16 -1.3253 3.7927 -1.4486  -0.168
Si1 -2.0758 2.4105 -0.4122  0.509
C17 -3.3290 3.0625 0.8183  -0.146
C18 -2.9873 1.4146 -1.6860  -0.143
N2 -0.8259 1.5276 0.6245  -0.208
C19 -0.4022 2.2439 1.8033  -0.345
C20 -0.5430 3.6293 1.9044  -0.065
C21 -0.0649 4.3249 3.0053  -0.056
C22 0.5838 3.6660 4.0357  -0.073
C23 0.7221 2.2893 3.9567  -0.057
C24 0.2286 1.5875 2.8685  -0.069
H10 -0.8219 3.3714 -2.3219  0.026
H11 -0.6593 4.5086 -0.9705  0.028
H12 -2.1833 4.3589 -1.8248  0.051
H13 -3.3283 4.1522 0.8748  0.045
H14 -3.1551 2.6701 1.8209  0.030
H15 -4.3255 2.7473 0.5012  0.036
H16 -3.4876 2.1785 -2.2922  0.060
H17 -3.7698 0.7978 -1.2564  0.006
H18 -2.3659 0.8141 -2.3438  0.039
H19 -1.0365 4.1981 1.1342  0.073
H20 -0.2039 5.3974 3.0469  0.113
H21 0.9646 4.2128 4.8872  0.108
H22 1.2083 1.7429 4.7549  0.113
H23 0.3231 0.5133 2.8755  0.083
O8 1.6208 -0.5380 -1.3584  -0.189
C25 1.1250 0.2614 -2.2215  -0.516
O9 0.1297 0.9241 -1.7789  -0.130
C26 1.6697 0.4093 -3.5530  -0.124
C27 1.1061 1.3416 -4.4195  0.010
C28 1.6016 1.5100 -5.7089  0.041
C29 2.6620 0.7092 -6.0668  -0.198
O10 3.3038 0.6770 -7.2519  0.062
C30 4.3463 -0.3022 -7.1309  -0.094
O11 4.2376 -0.8797 -5.8297  0.052
C31 3.2225 -0.2277 -5.2008  -0.192
C32 2.7528 -0.4096 -3.9339  0.105
H24 0.2655 1.9322 -4.0812  0.116
H25 1.1776 2.2231 -6.4005  0.129
H26 5.3131 0.1908 -7.2347  0.143
H27 4.2028 -1.0725 -7.8872  0.143
H28 3.1647 -1.1456 -3.2578  0.142
N3 0.1471 -5.4074 -1.5339  0.100
C33 0.3486 -4.6282 -0.4526  -0.794
S2 1.0827 -3.1212 -0.7335  0.750
N4 -0.0448 -5.1686 0.7059  0.081
C34 -0.0463 -4.6814 2.0402  -0.234
C35 -0.9148 -5.3150 2.9227  -0.028
C36 -0.9331 -4.9559 4.2575  -0.082
C37 -0.0885 -3.9576 4.7189  -0.091
C38 0.7672 -3.3270 3.8313  -0.093
C39 0.7998 -3.6833 2.4904  -0.076
H29 0.3239 -5.0022 -2.4355  0.092
H30 -0.3124 -6.3010 -1.4837  0.112
H31 -0.5352 -6.0469 0.6222  0.145
H32 -1.5843 -6.0874 2.5600  0.116
H33 -1.6168 -5.4499 4.9343  0.110
H34 -0.1046 -3.6700 5.7616  0.105
H35 1.4321 -2.5472 4.1833  0.087
H36 1.4701 -3.1956 1.8041  0.010

Calculated total energy   -6863.551617 Ha
Net charge   +1
HOMO-LUMO gap   0.2024 Eh
Relative energy (zero: lowest compared OMol25 entry of this formula, charge and spin)   116.3 kJ/mol

Among the records above, which one has the lowest calculated total energy?
C39H36AsCl2N4O11S2SiW

Look up the calculated total energy of the second one.
-6863.551617 Ha

The lowest HOMO-LUMO gap belongs to which entry?
C39H36AsCl2N4O11S2SiW